# 1
Molecular formula: C28H62BNO16P4
Method: DFT, ωB97M-V/def2-TZVPD

```
112
Properties=species:S:1:pos:R:3:lowdin_charge:R:1
C -3.12363 -0.13750 2.03883 -0.05
O -2.33541 -0.98363 1.19226 0.01
B -2.87511 -1.22853 -0.03250 -0.76
O -3.03356 -2.52562 -0.42285 0.13
P -3.40423 0.20901 -1.27447 0.92
C -5.23232 -0.46054 -1.32707 -0.32
C -6.27780 0.60491 -1.54475 -0.27
O -6.37609 1.44685 -0.38359 -0.03
C -7.42079 2.30388 -0.40962 -0.55
C -7.70522 3.12343 -1.65362 0.01
O -8.09808 2.45914 0.55179 0.13
C -1.63755 0.97390 -1.14555 -0.43
C -1.49185 2.32739 -0.89500 -0.09
C -0.21564 2.87560 -0.75534 -0.06
C 0.83390 1.96863 -0.88330 -0.07
C 0.54435 0.64796 -1.16666 -0.16
N -0.65116 0.07878 -1.31336 0.08
H -3.34666 0.83178 1.57988 0.08
H -4.06272 -0.63238 2.28493 0.10
H -2.53235 0.05857 2.92891 0.09
H -2.93997 -2.61605 -1.37706 0.11
H -3.95364 1.46916 -0.87218 0.03
H -3.23307 -0.00273 -2.66714 0.04
H -5.41310 -0.92271 -0.34890 0.08
H -5.30865 -1.27085 -2.05678 0.08
H -7.24674 0.10422 -1.66002 0.13
H -6.11859 1.14885 -2.48054 0.11
H -7.76059 4.16161 -1.33661 0.09
H -6.89277 3.06242 -2.37460 0.07
H -8.64372 2.81500 -2.10479 0.09
H -2.37066 2.95653 -0.80596 0.09
H -0.01612 3.91797 -0.54800 0.10
H 1.85852 2.28892 -0.76270 0.09
H 1.39584 -0.01898 -1.29188 0.10
C 8.13091 3.35828 1.70711 -0.07
C 6.79817 3.06101 1.04335 -0.28
O 6.43925 1.68066 1.15865 -0.19
P 5.87012 1.13077 2.57055 0.51
O 4.57457 1.80603 2.80416 -0.22
O 5.42500 -0.36802 2.11610 -0.21
C 4.09724 -0.85045 2.32377 -0.29
C 3.30002 -0.70836 1.04813 -0.08
O 7.29537 0.56804 3.13493 -0.19
C 7.52451 0.60854 4.56146 -0.27
C 6.58444 -0.31595 5.31064 -0.08
H 8.06337 3.24660 2.79276 0.06
H 8.44667 4.37955 1.49176 0.08
H 8.89688 2.66675 1.35751 0.08
H 6.00691 3.68894 1.46280 0.10
H 6.85885 3.27581 -0.02330 0.12
H 3.61118 -0.33798 3.15362 0.10
H 4.17879 -1.90350 2.60109 0.12
H 3.26786 0.33105 0.71932 0.07
H 2.27668 -1.06246 1.18684 0.08
H 3.76378 -1.28313 0.24477 0.08
H 7.42119 1.63654 4.91935 0.11
H 8.55811 0.30672 4.72070 0.12
H 5.54690 0.02005 5.22268 0.07
H 6.84069 -0.34675 6.36971 0.08
H 6.63408 -1.32462 4.90170 0.09
C 6.37628 6.83060 -6.22540 -0.08
C 6.53267 6.94704 -4.71934 -0.28
O 5.30574 6.69063 -4.03271 -0.19
P 4.80547 5.15917 -3.87611 0.51
O 5.79162 4.47025 -3.01569 -0.22
O 3.53958 5.37991 -2.87621 -0.20
C 3.43432 4.67025 -1.64433 -0.30
C 3.89202 5.53676 -0.49025 -0.07
O 3.81416 5.16018 -5.17197 -0.19
C 3.65266 3.92179 -5.90188 -0.26
C 2.96305 2.86062 -5.06573 -0.08
H 6.18015 5.79677 -6.52124 0.06
H 7.28401 7.16008 -6.73199 0.08
H 5.53617 7.43151 -6.57209 0.08
H 7.31209 6.27118 -4.35637 0.11
H 6.82702 7.96203 -4.45534 0.12
H 3.98758 3.73135 -1.68299 0.10
H 2.37999 4.41768 -1.51309 0.09
H 4.92325 5.86271 -0.63001 0.08
H 3.82018 4.99444 0.45475 0.07
H 3.27704 6.43549 -0.42650 0.08
H 4.62930 3.56914 -6.24430 0.11
H 3.05864 4.15398 -6.78388 0.12
H 3.58431 2.56154 -4.21593 0.07
H 2.76063 1.97259 -5.66448 0.08
H 2.02466 3.24063 -4.66260 0.09
C -7.84836 -9.14122 0.41091 -0.08
C -6.88888 -8.12666 -0.18662 -0.28
O -6.62429 -7.04762 0.71060 -0.19
P -5.61110 -7.29588 1.95094 0.51
O -4.27674 -7.55505 1.36857 -0.22
O -5.48055 -5.77775 2.51400 -0.20
C -4.20945 -5.14084 2.67909 -0.28
C -3.91045 -4.22699 1.51042 -0.08
O -6.76809 -7.63499 3.05505 -0.19
C -6.44977 -8.57783 4.10264 -0.27
C -5.37452 -8.04773 5.03147 -0.08
H -7.38805 -9.67078 1.24899 0.06
H -8.13980 -9.88037 -0.33620 0.08
H -8.74186 -8.64731 0.79150 0.08
H -5.95098 -8.60596 -0.48137 0.11
H -7.32819 -7.68401 -1.07997 0.12
H -3.41773 -5.87674 2.81889 0.10
H -4.27118 -4.55538 3.59963 0.12
H -3.91378 -4.77709 0.57126 0.08
H -2.94198 -3.74807 1.62972 0.08
H -4.67707 -3.45492 1.43025 0.08
H -6.14134 -9.52824 3.65824 0.11
H -7.37141 -8.75572 4.65394 0.12
H -4.42028 -7.93637 4.50807 0.07
H -5.22265 -8.72819 5.86952 0.08
H -5.65049 -7.06568 5.41416 0.09
```

As for the largest force on an atom: 6.29 eV/A. The LUMO energy comes out at 0.49 eV. As for the total energy: -102127.227 eV. As for the SMILES: COB(O)[PH2](CCOC(C)=O)c1ccccn1.CCOP(=O)(OCC)OCC.CCOP(=O)(OCC)OCC.CCOP(=O)(OCC)OCC.



# 2
Molecular formula: C17H28N6O4
Method: DFT, ωB97M-V/def2-TZVPD

```
55
Properties=species:S:1:pos:R:3:lowdin_charge:R:1
C 4.38224 1.36650 0.60519 -0.05
C 4.37182 -0.14073 0.39829 -0.20
O 3.07455 -0.58530 -0.00806 0.01
C 2.79383 -0.59684 -1.30443 -0.48
O 3.56722 -0.31743 -2.18461 0.12
C 1.35660 -1.02639 -1.53356 -0.20
C 1.30141 -2.40127 -2.20867 -0.13
C -0.15265 -2.77496 -2.48830 -0.16
C -0.81724 -1.67307 -3.31672 -0.14
N -0.72096 -0.40661 -2.62601 -0.03
C -1.68647 0.23724 -1.94592 -0.44
O -1.48683 1.31502 -1.40595 0.04
C -3.06249 -0.41903 -1.81399 -0.07
C -3.54012 -0.13737 -0.38654 -0.12
N -2.55847 -0.65464 0.52996 -0.05
N -1.92443 -1.80624 0.27753 0.05
N -1.09360 -2.00402 1.21355 -0.02
N -1.13816 -1.02939 2.10565 0.08
C -2.04361 -0.16879 1.68990 -0.25
C -2.44995 1.09800 2.37128 -0.11
N -1.43854 2.09919 2.59667 -0.16
C -0.50959 1.90990 3.69662 -0.15
C 0.78433 1.19243 3.29103 -0.19
O 1.40680 1.85430 2.20571 -0.15
C 0.53834 1.89376 1.09484 -0.20
C -0.76105 2.63414 1.42766 -0.14
C 0.65292 0.00706 -2.42577 -0.08
H 5.33927 1.67198 1.01824 0.08
H 4.23120 1.87275 -0.34550 0.08
H 3.58572 1.65078 1.28948 0.06
H 5.10104 -0.43555 -0.36367 0.12
H 4.57216 -0.66643 1.33388 0.12
H 0.85916 -1.08413 -0.56194 0.13
H 1.75972 -3.14862 -1.55984 0.13
H 1.86944 -2.36083 -3.14114 0.13
H -0.20125 -3.71984 -3.03029 0.11
H -0.68601 -2.88696 -1.54215 0.09
H -1.85426 -1.91482 -3.54340 0.11
H -0.28482 -1.56273 -4.26878 0.13
H -3.01812 -1.49444 -1.96155 0.09
H -3.75624 0.02700 -2.52738 0.13
H -3.62671 0.93986 -0.22999 0.12
H -4.50550 -0.61781 -0.19681 0.13
H -2.86790 0.82970 3.34799 0.13
H -3.24494 1.56798 1.78086 0.12
H -1.00220 1.35882 4.49811 0.12
H -0.25184 2.91194 4.06106 0.12
H 1.50353 1.21334 4.11169 0.12
H 0.56676 0.15065 3.01933 0.09
H 1.07349 2.41298 0.29850 0.13
H 0.31837 0.86949 0.76375 0.10
H -1.42154 2.60205 0.56192 0.11
H -0.51597 3.67862 1.65209 0.13
H 0.64717 0.99103 -1.95440 0.13
H 1.16902 0.07156 -3.38764 0.14
```

The value obtained for the energy above the lowest of the compared OMol25 structures with the same formula, charge and spin is 260.6 kJ/mol. As for the largest force on an atom: 1.60 eV/A. The LUMO energy comes out at 0.63 eV. As for the total energy: -35213.641 eV. As for the SMILES: CCOC(=O)[C@@H]1CCCN(C(=O)CCn2nnnc2CN2CCOCC2)C1.



# 3
Molecular formula: C48H43CdN10O5S5
Method: DFT, ωB97M-V/def2-TZVPD

```
112
Properties=species:S:1:pos:R:3:lowdin_charge:R:1
Cd -0.62380 -0.10362 0.47214 1.33
C -3.53072 0.43575 1.99035 -0.16
N -2.25849 1.15827 1.97477 -0.21
C -1.70050 1.21794 3.32042 -0.14
C -0.28556 1.73263 3.38852 -0.28
C 0.32611 1.85348 4.63615 -0.02
C 1.65339 2.21503 4.69117 -0.05
C 2.33039 2.47712 3.50323 -0.06
C 1.63673 2.35756 2.31910 -0.15
N 0.35099 1.99273 2.25363 0.07
C -2.48737 2.46901 1.38354 -0.14
C -2.75296 2.35420 -0.10315 -0.28
C -3.45044 3.34725 -0.77667 -0.02
C -3.65970 3.21444 -2.13735 -0.05
C -3.17105 2.09106 -2.78519 -0.05
C -2.48754 1.14962 -2.03917 -0.16
N -2.28168 1.27805 -0.72919 0.05
C -3.41811 -1.05882 1.92032 -0.27
C -4.49511 -1.83046 2.32740 -0.03
C -4.47677 -3.19060 2.08447 -0.07
C -3.36406 -3.73265 1.45792 -0.06
C -2.32352 -2.89540 1.10826 -0.17
N -2.34092 -1.57856 1.33108 0.05
H -4.13257 0.73011 2.85971 0.14
H -4.10992 0.70634 1.10318 0.05
H -2.34042 1.82184 3.98381 0.14
H -1.68517 0.20268 3.72654 0.10
H -0.22666 1.59635 5.52986 0.12
H 2.16737 2.26962 5.64203 0.11
H 3.37767 2.74575 3.49690 0.10
H 2.12965 2.52935 1.36816 0.10
H -3.34258 2.97362 1.85773 0.14
H -1.60788 3.09071 1.54788 0.10
H -3.83632 4.19870 -0.23050 0.12
H -4.21044 3.96992 -2.68283 0.11
H -3.33102 1.93292 -3.84241 0.11
H -2.08311 0.25491 -2.49905 0.06
H -5.36575 -1.35453 2.75763 0.12
H -5.32946 -3.80183 2.34255 0.09
H -3.30931 -4.78450 1.21423 0.11
H -1.45627 -3.28135 0.58731 0.07
N 0.37223 -7.46380 2.82933 0.09
C 0.42945 -6.12851 3.23741 -0.32
C 1.65974 -5.52330 3.49860 -0.04
C 1.71529 -4.21015 3.92953 -0.07
C 0.54223 -3.48372 4.09880 -0.29
C -0.68665 -4.08215 3.86132 -0.06
C -0.74200 -5.39905 3.44177 -0.03
S 0.62870 -1.75690 4.45866 0.55
O -0.59122 -1.39083 5.13832 -0.32
O 1.88695 -1.53501 5.14024 -0.36
N 0.58890 -1.06092 3.02640 -0.13
C 1.68725 -0.91402 2.28138 -0.74
S 3.36661 -1.16915 2.72013 1.04
C 3.84868 -0.68624 1.12699 -0.40
C 2.76782 -0.36076 0.39367 -0.28
N 1.56084 -0.49481 1.03103 -0.10
H 1.19913 -7.78335 2.34939 0.08
H -0.46421 -7.70526 2.32135 0.08
H 2.57632 -6.08511 3.35772 0.11
H 2.66949 -3.74440 4.13638 0.10
H -1.59422 -3.50622 3.99421 0.11
H -1.70281 -5.86496 3.25538 0.11
H 4.88114 -0.69594 0.82067 0.06
H 2.78480 -0.04187 -0.63762 0.09
C -4.15581 -1.91070 -2.06241 -0.17
O -5.25969 -2.55420 -1.44217 -0.28
C -6.10841 -1.83300 -0.66484 -1.40
S -7.25157 -2.76885 0.13219 0.44
S -5.95779 -0.14595 -0.59251 0.49
H -3.63893 -2.69234 -2.61708 0.08
H -3.48283 -1.48743 -1.31379 0.03
H -4.48587 -1.11318 -2.72961 0.06
O 5.52216 -5.08180 -1.64812 0.10
C 4.71247 -4.77851 -0.59700 -0.48
O 5.01937 -5.16416 0.49844 0.10
C 3.47244 -4.01775 -0.90021 -0.15
C 2.50905 -3.91725 0.10415 -0.01
C 1.33427 -3.22789 -0.10726 -0.12
C 1.06971 -2.58501 -1.32727 -0.71
S -0.41609 -1.70191 -1.62906 0.51
C 2.04392 -2.69181 -2.32792 -0.13
C 3.21950 -3.39201 -2.11920 -0.04
H 5.10058 -4.80341 -2.46801 0.08
H 2.70163 -4.38549 1.05980 0.10
H 0.62017 -3.15543 0.70531 0.08
H 1.86420 -2.21174 -3.28242 0.09
H 3.94386 -3.40551 -2.92870 0.10
N 2.33859 4.37315 -5.17239 0.17
C 2.69125 5.54912 -5.79746 -0.19
C 3.15886 5.83518 -7.07572 -0.03
C 3.41661 7.16252 -7.35810 -0.10
C 3.21534 8.16965 -6.40029 -0.10
C 2.74950 7.87652 -5.13463 -0.02
C 2.48205 6.54227 -4.83056 -0.23
N 2.01202 5.97678 -3.65873 0.18
C 1.94054 4.69720 -3.90010 -0.27
C 1.48529 3.68992 -2.93250 -0.14
C 1.56348 2.32589 -3.18209 0.00
C 1.10068 1.43610 -2.22522 -0.16
N 0.58670 1.82688 -1.06176 0.04
C 0.52365 3.13637 -0.82111 -0.14
C 0.95168 4.09992 -1.71588 0.01
H 2.33295 3.45624 -5.57994 0.15
H 3.31549 5.06077 -7.81543 0.11
H 3.78232 7.43341 -8.33991 0.10
H 3.43157 9.19616 -6.66595 0.10
H 2.59210 8.64764 -4.39241 0.11
H 1.97691 1.93016 -4.10120 0.10
H 1.10644 0.36486 -2.40074 0.05
H 0.11101 3.41697 0.14109 0.09
H 0.87702 5.15338 -1.48679 0.11
```

The value obtained for the energy above the lowest of the compared OMol25 structures with the same formula, charge and spin is 23.8 kJ/mol. As for the largest force on an atom: 0.22 eV/A. The LUMO energy comes out at 1.19 eV. The total charge is -1. As for the total energy: -134359.500 eV.



# 4
Molecular formula: C8H8Cl3NOS
Method: DFT, ωB97M-V/def2-TZVPD

```
22
Properties=species:S:1:pos:R:3:lowdin_charge:R:1
O -0.12963 1.85303 2.16157 -0.54
Cl -4.24743 0.15735 -2.46444 0.65
Cl -0.90391 -1.04488 2.68798 0.73
Cl -1.73843 1.97832 -1.84582 0.66
N -3.53807 -1.21847 -0.30910 0.07
C -2.79688 -1.47130 0.80032 -0.13
C -3.22496 -0.16510 -1.06463 -0.72
C -1.72196 -0.68567 1.17898 -0.59
C -2.10261 0.62423 -0.78566 -0.63
C -1.35624 0.40978 0.37227 -0.37
S 0.02386 1.56009 0.72263 0.93
C 3.34356 -0.33695 -0.65697 -0.13
C 1.46283 0.41784 0.67255 -0.35
C 2.03589 0.38329 -0.71827 -0.33
H -3.06900 -2.31809 1.38516 0.10
H 3.89303 -0.26606 -1.61386 0.08
H 4.01073 0.05165 0.08212 0.07
H 3.23814 -1.40323 -0.45484 0.08
H 2.18589 0.79926 1.37494 0.10
H 1.11928 -0.58565 0.97103 0.07
H 2.19966 1.39537 -1.12308 0.11
H 1.31626 -0.13481 -1.37288 0.12
```

The value obtained for the energy above the lowest of the compared OMol25 structures with the same formula, charge and spin is 0.0 kJ/mol. As for the largest force on an atom: 2.01 eV/A. The LUMO energy comes out at -0.44 eV. As for the total energy: -60364.663 eV.



# 5
Molecular formula: C17H25ClOTi
Method: DFT, ωB97M-V/def2-TZVPD

```
45
Properties=species:S:1:pos:R:3:lowdin_charge:R:1
C 1.51021 -4.35929 0.46937 -0.24
C 0.82461 -4.82198 -0.74308 -0.02
C 2.90135 -3.90372 0.40087 0.00
C 0.85219 -4.52885 1.76995 -0.02
Cl -0.29064 -1.67400 0.06532 0.25
H 3.61704 -4.73910 0.47971 0.15
H 3.13460 -3.21041 1.21736 0.11
H 3.10978 -3.39683 -0.54882 0.11
H 0.98063 -5.90057 -0.91846 0.15
H 1.18926 -4.29521 -1.63567 0.11
H -0.26025 -4.66037 -0.66890 0.10
H 1.04346 -5.52600 2.20258 0.15
H -0.23732 -4.41895 1.67685 0.10
H 1.21009 -3.78935 2.49942 0.11
C -0.17403 1.97131 -2.22829 -0.10
C 1.09575 2.12757 -1.59609 -0.11
C 1.68842 0.83205 -1.46516 -0.15
H 1.57001 3.07914 -1.37887 0.14
C 0.78382 -0.11883 -2.05176 -0.21
C -0.39879 0.58339 -2.44751 -0.12
H -1.28044 0.15390 -2.91922 0.14
H -0.77191 2.77725 -2.65560 0.14
H 2.69307 0.62592 -1.08204 0.14
H 1.03825 -1.14849 -2.27490 0.10
C -0.85741 1.59408 2.08432 -0.09
C 0.09077 2.53303 1.56310 -0.09
C 1.32948 1.85689 1.37524 -0.13
H -0.05761 3.61097 1.49567 0.13
C 1.16499 0.49513 1.77768 -0.18
C -0.19139 0.34748 2.25438 -0.17
H -0.61493 -0.52149 2.75065 0.12
H -1.89210 1.81557 2.33543 0.13
H 2.26998 2.32216 1.08004 0.14
H 1.95635 -0.25006 1.86275 0.12
Ti -0.16396 0.70608 -0.11434 0.76
C -3.99655 2.88381 -0.37608 0.03
C -2.51569 2.82032 -0.40075 -0.38
C -1.89814 4.13888 -0.56612 0.00
O -1.92528 1.69966 -0.29815 -0.10
H -4.30155 3.88119 -0.69195 0.10
H -4.39639 2.73514 0.63062 0.12
H -4.44167 2.16157 -1.06010 0.12
H -0.81507 4.17397 -0.59736 0.08
H -2.29672 4.54539 -1.50895 0.13
H -2.27626 4.79166 0.23686 0.13
```

The value obtained for the energy above the lowest of the compared OMol25 structures with the same formula, charge and spin is 0.0 kJ/mol. As for the largest force on an atom: 2.60 eV/A. The LUMO energy comes out at -7.89 eV. The total charge is +2. As for the total energy: -55705.513 eV.